1.
26
Properties=species:S:1:pos:R:3:forces:R:3 method="wB97M-V/def2-TZVPD" multiplicity=1 homo_ev=-10.13 e_lumo_ev=-0.131 orbital_gap_ev=10.00
Ne 0.182127 0.286289 0.558559 0.09 -0.04 0.00
Kr 1.705437 0.561679 3.526119 0.00 0.01 0.01
O 0.247677 -1.477651 -2.020051 -0.42 0.19 -0.41
H -0.543323 -1.863141 -1.643271 -0.39 0.01 0.06
H 0.944527 -1.712851 -1.407431 0.73 -0.01 0.25
O -1.423833 2.508659 1.207779 0.00 -0.13 0.01
H -2.362633 2.644059 1.079159 -0.39 0.35 -0.01
H -1.262903 2.784959 2.109999 0.19 0.06 0.26
O 1.271627 -2.626251 1.987829 0.00 0.15 -0.19
H 0.999577 -2.825041 2.883769 -0.04 0.06 0.33
H 1.281657 -3.475361 1.546079 0.02 -0.50 -0.09
O 2.525757 -1.819001 -0.389741 0.03 -0.24 -0.29
H 2.259087 -2.004441 0.510669 0.00 0.11 0.48
H 3.055437 -1.024401 -0.324341 0.12 0.28 -0.16
O -1.444143 -2.379751 0.804269 -0.38 -0.25 -0.31
H -1.797953 -1.783941 1.464609 -0.08 0.16 0.12
H -0.494443 -2.296891 0.890479 0.37 0.16 0.19
O 0.968007 1.416049 -2.399861 0.28 0.64 0.09
H 0.911277 1.358629 -3.353651 -0.01 -0.08 -0.21
H 0.433007 0.688149 -2.083371 -0.32 -0.65 0.09
O -0.046833 3.897729 -1.028741 -0.06 0.60 0.05
H -0.379213 3.393469 -0.286131 -0.11 -0.13 0.23
H 0.187117 3.237829 -1.681461 0.25 -0.47 -0.28
O -2.300873 0.910789 -1.019401 -0.17 0.04 -0.30
H -2.915073 0.246739 -0.706321 -0.13 -0.27 -0.02
H -2.001083 1.353699 -0.225551 0.41 -0.05 0.11

---

2.
11
Properties=species:S:1:pos:R:3:forces:R:3 method="wB97M-V/def2-TZVPD" charge=+1 multiplicity=1 homo_ev="-14.07 / -14.08" e_lumo_ev="-6.789 / -6.784" orbital_gap_ev="7.28 / 7.29"
C 1.576915 -0.805059 0.499804 0.58 -0.28 0.36
C -2.362209 1.593866 0.014648 0.42 -0.68 -0.01
N 0.660918 -0.707163 -0.610841 -0.95 0.04 -0.16
Br -1.650632 -0.010859 0.112804 -0.46 1.03 -0.05
H 2.082885 0.141087 0.667189 -0.05 0.04 0.02
H 1.036042 -1.086447 1.400430 -0.02 0.05 0.12
H 2.325769 -1.577378 0.317986 0.14 0.08 0.07
H -2.185776 2.306417 0.807094 0.05 -0.05 0.15
H -2.815822 1.920208 -0.910465 -0.08 -0.13 -0.08
H 0.335018 -1.621406 -0.910567 0.31 0.14 -0.32
H 0.996893 -0.153269 -1.388086 0.06 -0.22 -0.10

---

3.
97
Properties=species:S:1:pos:R:3:forces:R:3 method="wB97M-V/def2-TZVPD" charge=-1 multiplicity=1 homo_ev=-3.87 e_lumo_ev=2.543 orbital_gap_ev=6.41
C 6.028731 -0.569495 1.918192 -0.07 -0.20 0.04
C 4.692197 -0.392459 1.929004 0.05 1.35 0.47
Ga 3.775946 0.431829 0.300360 0.00 0.69 0.63
C 1.779659 0.416091 0.606752 0.15 -0.09 0.09
C 1.246336 -0.929968 1.159565 -0.14 0.23 -0.24
C -0.074876 -1.391352 0.511373 0.11 0.05 0.10
C -1.089763 -1.924962 1.519419 -0.12 0.25 -0.11
C -2.491436 -2.189149 0.960652 -0.03 -0.23 0.32
C -2.607666 -3.326982 -0.060934 0.29 0.22 -0.07
C -2.198251 -3.044958 -1.529842 -0.07 -0.53 0.08
C -3.342346 -3.167872 -2.559981 0.53 0.27 -0.26
C -4.014022 -1.854830 -3.008434 -0.62 -0.26 0.30
C -4.050986 -0.736616 -1.960681 -0.15 0.36 -0.27
C -2.776944 0.135150 -1.955099 0.04 -0.27 -0.11
C -2.946216 1.622862 -2.319312 0.47 -0.23 0.56
C -2.782376 2.538143 -1.085718 -0.34 0.36 -0.46
C -3.733083 3.750313 -1.050562 0.33 -0.11 0.47
C -4.216573 4.060030 0.368751 -0.08 0.27 -0.20
C -5.014386 5.374008 0.437107 -0.06 -0.18 -0.14
C 4.325474 -0.752413 -1.279028 0.02 -0.10 0.10
O 3.958725 -2.078892 -0.965920 -0.03 -0.01 -0.02
O 4.286077 -2.952896 -2.092086 0.00 -0.05 -0.04
C 4.540350 2.341305 0.057275 0.22 -0.18 -0.45
C 4.897093 2.752344 -1.322429 -0.22 0.03 0.07
C 3.872251 2.490050 -2.413594 0.06 0.18 0.01
N 6.024674 3.287396 -1.594036 0.24 -0.01 -0.10
H 6.691980 0.277262 1.730595 0.00 -0.31 -1.46
H 6.531862 -1.535386 2.027390 0.08 0.20 1.43
H 4.080807 -0.793729 2.743809 -0.04 -1.64 -0.84
H 1.235528 0.696521 -0.303906 0.01 -0.01 0.02
H 1.575722 1.199443 1.346534 -0.13 0.07 -0.15
H 1.063637 -0.804661 2.231621 0.15 -0.16 0.03
H 1.994817 -1.717421 1.036812 -0.06 -0.06 0.14
H 0.138055 -2.127739 -0.269572 -0.04 0.01 0.00
H -0.524152 -0.523063 0.016004 0.00 -0.08 -0.02
H -1.204846 -1.140876 2.277690 0.06 -0.10 0.10
H -0.715434 -2.810056 2.047601 0.06 -0.03 -0.11
H -3.116722 -2.477629 1.814468 -0.06 0.12 -0.02
H -2.897282 -1.243277 0.590628 -0.04 -0.11 -0.12
H -3.626718 -3.725732 -0.051406 0.01 0.03 0.01
H -1.958999 -4.128730 0.310296 -0.14 -0.06 0.06
H -1.669710 -2.099018 -1.623150 -0.08 -0.03 0.03
H -1.471233 -3.818915 -1.788242 0.10 0.14 -0.08
H -2.922224 -3.627620 -3.459747 -0.09 -0.09 0.02
H -4.077195 -3.882871 -2.179973 -0.08 0.13 0.04
H -5.050051 -2.092506 -3.275412 0.04 -0.03 -0.08
H -3.562609 -1.481606 -3.931308 0.15 0.05 0.10
H -4.907094 -0.092257 -2.189090 0.02 0.02 0.01
H -4.270282 -1.159289 -0.977358 0.10 -0.02 -0.02
H -2.071464 -0.314315 -2.658373 0.00 0.02 0.01
H -2.286790 0.065441 -0.982791 0.03 0.08 -0.07
H -3.897899 1.804846 -2.824780 0.02 -0.05 -0.04
H -2.129290 1.861015 -3.003449 -0.27 0.18 -0.25
H -2.898462 1.968875 -0.160173 -0.04 -0.08 -0.06
H -1.763003 2.920176 -1.097095 0.06 -0.14 0.36
H -4.604392 3.577656 -1.689229 0.04 0.12 -0.07
H -3.193936 4.636156 -1.401818 -0.21 0.00 -0.27
H -3.342527 4.128303 1.020151 -0.07 -0.16 0.09
H -4.836682 3.231602 0.719976 0.11 -0.05 0.05
H -4.414322 6.196664 0.827799 -0.03 0.00 0.00
H -5.349135 5.660117 -0.563664 -0.03 0.03 0.04
H -5.909092 5.270126 1.052348 0.07 0.10 0.10
H 5.418318 -0.682699 -1.393950 -0.02 0.02 -0.11
H 3.831877 -0.453310 -2.209920 0.05 0.01 -0.01
H 5.226600 -3.122227 -1.938543 -0.02 0.06 0.07
H 5.444052 2.406457 0.665026 -0.12 0.21 0.15
H 3.784793 3.048113 0.422023 0.05 -0.19 0.15
H 2.873630 2.319685 -2.008985 0.01 -0.02 -0.02
H 3.850558 3.324943 -3.118478 -0.07 -0.01 0.01
H 4.173762 1.598150 -2.966021 -0.08 -0.03 0.04
H 6.082147 3.478526 -2.596484 0.04 -0.03 0.00
C 1.294569 5.486706 0.033377 -0.08 0.04 -0.03
C 0.823474 5.656983 1.476854 0.06 -0.03 0.03
C -0.378016 4.719365 1.518990 0.01 0.03 -0.06
O -0.095038 3.663211 0.608064 -0.10 0.10 0.03
C 1.038210 4.003355 -0.195157 0.14 -0.12 0.06
H 2.336762 5.760081 -0.125233 0.02 -0.03 0.02
H 0.676181 6.089491 -0.636921 -0.01 0.00 0.00
H 1.597111 5.310953 2.165204 0.00 -0.02 0.00
H 0.566741 6.683111 1.739342 -0.01 0.01 -0.02
H -1.289923 5.237413 1.193581 0.00 0.03 0.03
H -0.556838 4.295576 2.508773 -0.01 -0.02 -0.01
H 1.889856 3.398179 0.128588 -0.10 0.02 -0.07
H 0.820462 3.757693 -1.236434 -0.04 0.00 0.00
C 1.290955 -6.967340 2.147136 0.00 -0.04 0.08
C -0.228748 -6.851325 2.242612 0.02 0.04 -0.07
C -0.390476 -5.928641 3.444943 0.05 -0.01 0.03
O 0.749561 -5.073943 3.455093 -0.05 -0.05 0.00
C 1.730771 -5.560800 2.535063 -0.01 0.10 -0.11
H 1.650276 -7.262242 1.162305 -0.02 0.02 -0.01
H 1.656508 -7.694365 2.876698 0.01 0.00 0.00
H -0.623888 -6.371539 1.344318 -0.01 0.01 0.01
H -0.738504 -7.805883 2.371383 0.02 -0.01 0.02
H -0.405575 -6.494253 4.384433 -0.09 -0.05 -0.03
H -1.296339 -5.321919 3.387508 0.03 0.05 0.04
H 1.757408 -4.896290 1.665939 0.03 -0.02 -0.02
H 2.709307 -5.535402 3.014893 -0.02 0.03 0.03

---

Values of max |F|, in order: 0.77, 1.13, 1.84, all in eV/A.